Below is 8 unconnected molecules or ions with the total composition C25H50O9, with properties calculated with the ωB97M-V functional and the def2-TZVPD basis.

Total charge: 0
Multiplicity: 1
HOMO: -9.51 eV
Energy above the lowest of the compared OMol25 structures with the same formula, charge and spin: 33.6 kJ/mol
SMILES: CCOC(C)=O.CC(C)=O.CC(C)=O.CC(C)=O.CC(C)=O.CC(C)=O.CC(C)=O.CC(C)=O

Each atom is followed by the atoms it is bonded to, with distances in Å.
Atoms and positions in Å:
1 O -51.368 -0.273 31.350  C20 1.285, C34 1.483
2 O -51.337 -2.084 30.038  C20 1.232
3 O -57.607 -2.759 26.644  C13 1.221
4 O -61.305 -5.224 33.213  C10 1.436
5 O -56.422 -2.919 33.241  C33 1.403
6 O -50.924 3.409 33.224  C24 1.344
7 O -55.296 1.059 30.778  C17 1.361
8 O -56.324 -4.172 38.348  C25 1.219
9 O -51.755 -3.991 34.396  C28 1.369
10 C -60.270 -5.137 34.204  O4 1.436, C14 1.416, C27 1.506
11 C -51.040 -0.069 33.736  C34 1.543, H35 1.079, H70 1.187, H80 1.146
12 C -55.440 -2.051 27.620  C13 1.594, H63 1.062, H69 1.015, H73 1.085
13 C -56.627 -3.067 27.305  O3 1.221, C12 1.594, C15 1.494
14 C -60.037 -6.110 35.207  C10 1.416, H36 1.111, H58 1.110, H67 1.136
15 C -56.312 -4.404 27.892  C13 1.494, H66 0.975, H72 1.042, H75 0.992
16 C -54.647 -2.565 31.561  C33 1.450, H62 1.131, H76 1.011, H84 1.130
17 C -56.652 0.957 30.730  O7 1.361, C18 1.428, C21 1.555
18 C -57.402 0.703 29.542  C17 1.428, H41 1.125, H49 1.054, H60 1.009
19 C -52.164 0.024 29.189  C20 1.523, H56 1.102, H57 1.192, H82 1.210
20 C -51.642 -0.913 30.270  O1 1.285, O2 1.232, C19 1.523
21 C -57.557 1.156 31.979  C17 1.555, H39 1.101, H45 1.089, H61 1.022
22 C -56.194 -2.513 36.750  C25 1.529, H54 0.963, H55 1.109, H79 1.134
23 C -54.672 -0.933 33.530  C33 1.592, H48 1.107, H51 1.219, H64 1.103
24 C -51.961 3.485 32.374  O6 1.344, C26 1.547, C32 1.490
25 C -56.165 -2.971 38.208  O8 1.219, C22 1.529, C30 1.393
26 C -53.265 2.669 32.539  C24 1.547, H42 1.120, H50 1.112, H83 1.175
27 C -59.297 -3.989 34.159  C10 1.506, H38 1.097, H40 1.087, H52 1.065
28 C -52.558 -4.778 35.177  O9 1.369, C29 1.533, C31 1.627
29 C -53.840 -5.452 34.673  C28 1.533, H47 1.105, H65 1.055, H71 1.106
30 C -56.117 -1.984 39.190  C25 1.393, H53 1.099, H74 0.930, H77 1.115
31 C -52.331 -4.881 36.785  C28 1.627, H37 1.060, H46 1.134, H59 1.154
32 C -51.857 4.356 31.170  C24 1.490, H43 1.070, H68 1.022, H78 1.077
33 C -55.347 -2.154 32.763  O5 1.403, C16 1.450, C23 1.592
34 C -50.710 -0.935 32.502  O1 1.483, C11 1.543, H44 1.024, H81 1.197
35 H -50.495 -0.368 34.619  C11 1.079
36 H -60.559 -5.910 36.168  C14 1.111
37 H -51.323 -4.652 37.023  C31 1.060
38 H -59.009 -4.067 33.103  C27 1.097
39 H -58.007 0.236 32.385  C21 1.101
40 H -59.954 -3.137 34.314  C27 1.087
41 H -56.822 0.819 28.585  C18 1.125
42 H -53.472 2.495 33.626  C26 1.120
43 H -52.174 3.541 30.554  C32 1.070
44 H -51.207 -1.819 32.641  C34 1.024
45 H -56.822 1.379 32.752  C21 1.089
46 H -52.392 -5.946 37.168  C31 1.134
47 H -54.720 -5.110 35.246  C29 1.105
48 H -55.474 -0.557 34.194  C23 1.107
49 H -58.053 1.494 29.289  C18 1.054
50 H -54.091 3.294 32.133  C26 1.112
51 H -53.747 -1.009 34.320  C23 1.219
52 H -58.487 -3.956 34.849  C27 1.065
53 H -56.815 -1.291 38.700  C30 1.099
54 H -56.615 -1.653 36.651  C22 0.963
55 H -55.200 -2.380 36.277  C22 1.109
56 H -53.070 -0.306 28.655  C19 1.102
57 H -52.286 1.173 29.481  C19 1.192
58 H -58.978 -6.177 35.533  C14 1.110
59 H -53.080 -4.114 37.214  C31 1.154
60 H -57.831 -0.208 29.594  C18 1.009
61 H -58.096 2.023 31.936  C21 1.022
62 H -54.687 -1.637 30.915  C16 1.131
63 H -55.363 -1.853 28.660  C12 1.062
64 H -54.409 -0.261 32.697  C23 1.103
65 H -53.767 -6.473 34.417  C29 1.055
66 H -55.640 -4.789 27.299  C15 0.975
67 H -60.344 -7.145 34.857  C14 1.136
68 H -52.587 5.070 31.211  C32 1.022
69 H -54.586 -2.498 27.303  C12 1.015
70 H -50.818 1.080 33.541  C11 1.187
71 H -54.231 -4.834 33.844  C29 1.106
72 H -56.187 -4.419 28.926  C15 1.042
73 H -55.612 -1.028 27.301  C12 1.085
74 H -55.280 -1.639 39.400  C30 0.930
75 H -57.163 -4.912 27.863  C15 0.992
76 H -55.124 -3.327 31.099  C16 1.011
77 H -56.428 -2.432 40.162  C30 1.115
78 H -50.860 4.742 31.044  C32 1.077
79 H -56.901 -3.147 36.131  C22 1.134
80 H -52.179 -0.049 33.861  C11 1.146
81 H -49.686 -1.460 32.171  C34 1.197
82 H -51.393 0.190 28.271  C19 1.210
83 H -53.293 1.858 31.690  C26 1.175
84 H -53.580 -2.922 31.663  C16 1.130



Below is 3 unconnected molecules or ions with the total composition C25H51ClF3N3O6S, with properties calculated with the ωB97M-V functional and the def2-TZVPD basis.

Total charge: 0
Multiplicity: 1
HOMO: -8.11 eV
SMILES: C[C@H](Cl)C[C@@]1(CCCCN)OS(=O)(=O)O[C@]1(CCOC=O)C(F)(F)F.CCN(CC)CC.CCN(CC)CC

Each atom is followed by the atoms it is bonded to, with distances in Å.
Atoms and positions in Å:
1 Cl 4.893 0.477 1.171  C18 1.891
2 S -0.058 -2.138 -1.559  O6 1.738, O7 1.709, O9 1.548, O10 1.560
3 F 0.327 3.058 -1.330  C38 1.510
4 F -1.010 1.762 -2.815  C38 1.512
5 F 1.354 1.684 -3.075  C38 1.479
6 O 1.054 -1.699 -0.297  S2 1.738, C31 1.503
7 O -0.558 -0.540 -1.902  S2 1.709, C28 1.499
8 O -4.322 0.398 3.204  C19 1.360
9 O 0.495 -3.039 -2.689  S2 1.548
10 O -1.084 -3.000 -0.762  S2 1.560
11 O -2.141 0.455 2.195  C19 1.472, C39 1.501
12 N -1.087 7.487 -1.194  C16 1.466, C25 1.465, C29 1.466
13 N -1.427 -7.099 2.303  C22 1.466, C30 1.466, C36 1.465
14 N 7.452 -1.548 -0.369  C17 1.517, H54 1.059, H57 1.053
15 C -3.951 -7.045 2.711  C36 1.524, H55 1.092, H58 1.093, H63 1.096
16 C -1.321 8.528 -2.200  N12 1.466, C20 1.527, H84 1.095, H87 1.095
17 C 6.358 -2.513 -0.785  N14 1.517, C26 1.659, H46 1.184, H85 1.182
18 C 3.135 1.161 1.310  Cl1 1.891, C27 1.636, C32 1.648, H82 1.194
19 C -3.284 -0.323 2.699  O8 1.360, O11 1.472, H44 1.171
20 C -1.514 9.923 -1.610  C16 1.527, H53 1.094, H71 1.095, H90 1.096
21 C -0.918 0.961 0.066  C28 1.664, C39 1.639, H67 1.194, H69 1.170
22 C -1.322 -5.795 1.642  N13 1.466, C35 1.527, H70 1.095, H78 1.095
23 C -2.204 -8.434 0.264  C30 1.526, H61 1.096, H62 1.092, H75 1.093
24 C -3.536 7.084 -0.579  C25 1.524, H47 1.092, H60 1.093, H74 1.096
25 C -2.101 7.356 -0.145  N12 1.465, C24 1.524, H41 1.098, H68 1.096
26 C 5.188 -1.823 -1.737  C17 1.659, C33 1.669, H51 1.188, H56 1.190
27 C 1.978 0.020 1.125  C18 1.636, C31 1.644, H79 1.194, H88 1.169
28 C 0.196 0.440 -1.055  O7 1.499, C21 1.664, C31 1.633, C38 1.629
29 C -0.615 6.223 -1.766  N12 1.466, C34 1.526, H50 1.097, H73 1.097
30 C -1.203 -8.230 1.397  N13 1.466, C23 1.526, H43 1.097, H76 1.097
31 C 1.522 -0.277 -0.426  O6 1.503, C27 1.644, C28 1.633, C37 1.673
32 C 2.922 2.521 0.404  C18 1.648, H48 1.193, H64 1.170, H72 1.170
33 C 3.684 -1.901 -1.019  C26 1.669, C37 1.648, H45 1.172, H80 1.172
34 C -1.564 5.473 -2.697  C29 1.526, H40 1.092, H52 1.096, H81 1.093
35 C -1.248 -4.617 2.610  C22 1.527, H65 1.096, H77 1.094, H89 1.095
36 C -2.540 -7.265 3.242  N13 1.465, C15 1.524, H49 1.098, H83 1.096
37 C 2.851 -0.533 -1.410  C31 1.673, C33 1.648, H66 1.170, H86 1.181
38 C 0.292 1.728 -2.047  F3 1.510, F4 1.512, F5 1.479, C28 1.629
39 C -1.509 -0.233 1.020  O11 1.501, C21 1.639, H42 1.188, H59 1.177
40 H -2.370 4.984 -2.145  C34 1.092
41 H -1.792 6.578 0.566  C25 1.098
42 H -2.321 -0.900 0.469  C39 1.188
43 H -1.134 -9.157 1.980  C30 1.097
44 H -3.308 -1.494 2.732  C19 1.171
45 H 3.830 -1.956 0.142  C33 1.172
46 H 6.894 -3.432 -1.305  C17 1.184
47 H -3.682 6.038 -0.859  C24 1.092
48 H 3.733 3.304 0.796  C32 1.193
49 H -2.486 -8.260 3.700  C36 1.098
50 H 0.307 6.427 -2.324  C29 1.097
51 H 5.197 -2.417 -2.765  C26 1.188
52 H -1.016 4.681 -3.221  C34 1.096
53 H -2.440 9.998 -1.031  C20 1.094
54 H 7.368 -1.359 0.670  N14 1.059
55 H -4.305 -7.901 2.132  C15 1.092
56 H 5.455 -0.686 -1.966  C26 1.190
57 H 7.363 -0.613 -0.846  N14 1.053
58 H -4.035 -6.146 2.093  C15 1.093
59 H -0.695 -0.945 1.486  C39 1.177
60 H -3.853 7.717 -1.411  C24 1.093
61 H -1.803 -9.157 -0.455  C23 1.096
62 H -3.149 -8.843 0.627  C23 1.092
63 H -4.644 -6.924 3.552  C15 1.096
64 H 1.881 2.965 0.701  C32 1.170
65 H -0.432 -4.747 3.329  C35 1.096
66 H 3.601 0.364 -1.409  C37 1.170
67 H -0.374 1.739 0.789  C21 1.194
68 H -2.095 8.276 0.451  C25 1.096
69 H -1.832 1.519 -0.404  C21 1.170
70 H -0.402 -5.774 1.049  C22 1.095
71 H -1.574 10.661 -2.416  C20 1.095
72 H 3.093 2.377 -0.744  C32 1.170
73 H -0.306 5.548 -0.958  C29 1.097
74 H -4.215 7.285 0.258  C24 1.096
75 H -2.407 -7.511 -0.286  C23 1.093
76 H -0.210 -8.111 0.948  C30 1.097
77 H -2.183 -4.482 3.162  C35 1.094
78 H -2.149 -5.628 0.944  C22 1.095
79 H 2.444 -1.003 1.528  C27 1.194
80 H 3.140 -2.826 -1.489  C33 1.172
81 H -2.001 6.121 -3.460  C34 1.093
82 H 3.063 1.525 2.446  C18 1.194
83 H -2.382 -6.578 4.081  C36 1.096
84 H -2.182 8.290 -2.834  C16 1.095
85 H 5.875 -2.919 0.214  C17 1.182
86 H 2.428 -0.685 -2.502  C37 1.181
87 H -0.450 8.582 -2.861  C16 1.095
88 H 1.104 0.281 1.858  C27 1.169
89 H -1.062 -3.693 2.055  C35 1.095
90 H -0.673 10.199 -0.965  C20 1.096



Below is 3 unconnected molecules or ions with the total composition C25H51FN2O13P2S3, with properties calculated with the ωB97M-V functional and the def2-TZVPD basis.

Total charge: 0
Multiplicity: 1
HOMO: -8.45 eV
SMILES: CCN(CC)C(=S)SCCC[C@@]1([C@@H](C)F)OS(=O)(=O)O[C@@H]1OC#N.CCOP(=O)(OCC)OCC.CCOP(=O)(OCC)OCC

Each atom is followed by the atoms it is bonded to, with distances in Å.
Atoms and positions in Å:
1 S 3.614 -7.566 2.088  O12 1.500, O14 1.685, O18 1.698, O19 1.515
2 S 1.623 -1.174 0.529  C23 1.850, C25 1.855
3 S -0.615 -2.177 -1.206  C23 1.696
4 P -6.173 3.786 0.288  O8 1.656, O9 1.662, O10 1.719, O11 1.532
5 P 0.849 3.927 -2.740  O7 1.656, O13 1.533, O15 1.662, O17 1.719
6 F 2.824 -6.531 5.631  C30 1.449
7 O 0.806 3.034 -4.133  P5 1.656, C36 1.419
8 O -6.468 3.509 -1.317  P4 1.656, C38 1.419
9 O -5.166 5.098 0.126  P4 1.662, C32 1.426
10 O -7.455 4.931 0.236  P4 1.719, C41 1.428
11 O -5.062 2.743 0.449  P4 1.532
12 O 3.610 -9.000 2.527  S1 1.500
13 O -0.661 3.924 -2.479  P5 1.533
14 O 5.197 -7.060 2.360  S1 1.685, C37 1.467
15 O 1.219 2.696 -1.685  P5 1.662, C26 1.426
16 O 6.296 -5.255 3.386  C37 1.470, C46 1.424
17 O 2.547 4.053 -2.978  P5 1.719, C43 1.428
18 O 2.804 -6.445 3.075  S1 1.698, C40 1.474
19 O 3.062 -7.317 0.699  S1 1.515
20 N 7.471 -3.755 1.593  C46 1.206
21 N 1.732 -3.699 -0.955  C23 1.503, C34 1.493, C44 1.521
22 C 3.536 -4.328 -2.734  C44 1.604, H58 1.157, H87 1.141, H95 1.158
23 C 0.937 -2.477 -0.592  S2 1.850, S3 1.696, N21 1.503
24 C 3.092 -3.900 3.527  C35 1.634, C40 1.597, H73 1.158, H80 1.145
25 C 2.234 -1.906 2.120  S2 1.855, C35 1.611, H47 1.160, H76 1.158
26 C 0.321 2.369 -0.628  O15 1.426, C27 1.521, H49 1.095, H79 1.091
27 C -0.690 1.318 -1.061  C26 1.521, H48 1.092, H61 1.092, H86 1.092
28 C -7.469 5.229 2.669  C41 1.518, H53 1.091, H60 1.093, H81 1.095
29 C 1.406 4.689 -5.817  C36 1.519, H55 1.094, H57 1.093, H69 1.093
30 C 4.022 -5.936 5.072  F6 1.449, C39 1.602, C40 1.614, H68 1.146
31 C 2.814 5.698 -1.180  C43 1.518, H64 1.091, H65 1.093, H67 1.095
32 C -3.825 5.030 0.606  O9 1.426, C42 1.522, H70 1.091, H90 1.095
33 C -8.671 2.469 -1.257  C38 1.519, H63 1.094, H78 1.093, H84 1.093
34 C 0.841 -4.861 -1.247  N21 1.493, C45 1.602, H88 1.159, H91 1.160
35 C 2.797 -3.410 1.997  C24 1.634, C25 1.611, H54 1.140, H74 1.144
36 C 0.386 3.676 -5.327  O7 1.419, C29 1.519, H66 1.094, H92 1.093
37 C 5.040 -5.649 2.732  O14 1.467, O16 1.470, C40 1.630, H62 1.149
38 C -7.214 2.354 -1.671  O8 1.419, C33 1.519, H75 1.093, H96 1.094
39 C 4.545 -4.823 6.097  C30 1.602, H51 1.151, H77 1.153, H82 1.142
40 C 3.683 -5.382 3.595  O18 1.474, C24 1.597, C30 1.614, C37 1.630
41 C -8.271 4.969 1.407  O10 1.428, C28 1.518, H56 1.094, H71 1.093
42 C -2.875 4.519 -0.468  C32 1.522, H59 1.092, H85 1.092, H94 1.090
43 C 3.110 5.316 -2.619  O17 1.428, C31 1.518, H52 1.094, H72 1.093
44 C 2.470 -3.253 -2.208  N21 1.521, C22 1.604, H93 1.153, H97 1.153
45 C -0.067 -5.349 -0.020  C34 1.602, H50 1.140, H83 1.159, H89 1.155
46 C 7.045 -4.450 2.481  O16 1.424, N20 1.206
47 H 3.140 -1.258 2.445  C25 1.160
48 H -1.121 1.531 -2.042  C27 1.092
49 H 0.919 1.970 0.199  C26 1.095
50 H 0.477 -5.445 0.977  C45 1.140
51 H 3.637 -4.215 6.458  C39 1.151
52 H 2.731 6.085 -3.299  C43 1.094
53 H -6.894 6.152 2.579  C28 1.091
54 H 1.961 -4.086 1.619  C35 1.140
55 H 1.433 5.560 -5.155  C29 1.094
56 H -8.819 4.026 1.495  C41 1.094
57 H 1.153 5.042 -6.819  C29 1.093
58 H 2.968 -5.129 -3.346  C22 1.157
59 H -2.719 5.287 -1.228  C42 1.092
60 H -8.133 5.306 3.534  C28 1.093
61 H -0.205 0.344 -1.149  C27 1.092
62 H 5.102 -5.137 1.706  C37 1.149
63 H -8.768 2.409 -0.169  C33 1.094
64 H 3.159 4.922 -0.495  C31 1.091
65 H 3.306 6.641 -0.927  C31 1.093
66 H -0.588 4.150 -5.176  C36 1.094
67 H 1.739 5.826 -1.013  C31 1.095
68 H 4.823 -6.753 5.017  C30 1.146
69 H 2.410 4.259 -5.835  C29 1.093
70 H -3.772 4.423 1.512  C32 1.091
71 H -9.006 5.766 1.266  C41 1.093
72 H 4.190 5.246 -2.768  C43 1.093
73 H 2.065 -3.932 4.062  C24 1.158
74 H 3.731 -3.499 1.343  C35 1.144
75 H -7.156 2.255 -2.758  C38 1.093
76 H 1.475 -1.794 2.988  C25 1.158
77 H 5.337 -4.160 5.585  C39 1.153
78 H -9.263 1.659 -1.689  C33 1.093
79 H -0.169 3.266 -0.249  C26 1.091
80 H 3.758 -3.154 4.083  C24 1.145
81 H -6.757 4.419 2.865  C28 1.095
82 H 5.023 -5.276 7.030  C39 1.142
83 H -0.433 -6.416 -0.286  C45 1.159
84 H -9.095 3.425 -1.572  C33 1.093
85 H -3.269 3.647 -0.994  C42 1.092
86 H -1.500 1.239 -0.333  C27 1.092
87 H 4.148 -4.794 -1.892  C22 1.141
88 H 1.544 -5.748 -1.501  C34 1.159
89 H -1.030 -4.715 0.039  C45 1.155
90 H -3.527 6.043 0.894  C32 1.095
91 H 0.219 -4.701 -2.213  C34 1.160
92 H 0.261 2.897 -6.084  C36 1.093
93 H 1.700 -2.922 -3.000  C44 1.153
94 H -1.909 4.258 -0.035  C42 1.090
95 H 4.236 -3.778 -3.476  C22 1.158
96 H -6.757 1.462 -1.232  C38 1.094
97 H 3.057 -2.301 -1.927  C44 1.153



Short version: calculated total energy = -45151.087; -75007.050; -110141.699 eV, in the order given.
Short version: HOMO-LUMO gap = 0.343; 0.270; 0.264 hartree, in the order given.
Short version: strongest force on any atom = 9.18; 9.34; 9.49 eV Å⁻¹, in the order given.